# 1
{
  "formula": "C41H52BN5O6PbSe",
  "method": "wB97M-V/def2-TZVPD",
  "orbital_gap_ev": [5.91, 6.05],
  "e_above_lowest_kcal_mol": 5.6,
  "e_homo_ha": [-0.3063, -0.3063],
  "symbols": ["Pb", "C", "C", "C", "C", "C", "C", "C", "Se", "C", "C", "C", "C", "C", "C", "O", "C", "C", "C", "C", "C", "C", "C", "C", "C", "O", "C", "C", "C", "C", "C", "C", "H", "H", "H", "H", "H", "H", "H", "H", "H", "H", "H", "H", "H", "H", "H", "H", "H", "H", "H", "H", "H", "H", "H", "H", "H", "H", "H", "H", "H", "H", "H", "H", "H", "H", "H", "H", "H", "H", "H", "H", "B", "N", "C", "C", "C", "N", "N", "C", "C", "C", "N", "H", "H", "H", "H", "H", "H", "H", "H", "O", "C", "O", "C", "C", "C", "C", "C", "C", "N", "O", "O", "H", "H", "H", "H"],
  "positions_angstrom": [[-1.881, -0.954, -1.052], [3.667, 4.329, -3.678], [3.971, 3.688, -2.314], [4.447, 4.770, -1.333], [5.097, 2.673, -2.497], [2.699, 3.057, -1.768], [2.606, 1.682, -1.490], [1.464, 1.150, -0.954], [1.317, -0.736, -0.725], [1.194, -0.656, 1.204], [2.258, -0.147, 1.873], [2.240, 0.021, 3.279], [1.072, -0.299, 3.969], [-0.067, -0.786, 3.356], [-0.002, -1.087, 1.925], [-0.913, -1.711, 1.358], [-1.317, -1.028, 4.205], [-2.614, -1.255, 3.418], [-1.556, 0.204, 5.098], [-1.065, -2.258, 5.090], [3.494, 0.541, 3.966], [3.297, 0.736, 5.469], [4.628, -0.472, 3.745], [3.890, 1.892, 3.349], [0.312, 1.998, -0.650], [-0.691, 1.509, -0.101], [0.389, 3.416, -1.023], [1.570, 3.875, -1.537], [-0.831, 4.305, -0.839], [-2.008, 3.744, -1.658], [-1.214, 4.385, 0.647], [-0.559, 5.726, -1.333], [4.574, 4.781, -4.083], [3.311, 3.583, -4.390], [2.911, 5.110, -3.600], [5.367, 5.224, -1.704], [3.708, 5.562, -1.211], [4.650, 4.344, -0.349], [5.983, 3.185, -2.874], [5.371, 2.192, -1.555], [4.837, 1.895, -3.216], [3.440, 1.028, -1.698], [3.143, 0.138, 1.316], [1.051, -0.140, 5.036], [-2.802, -0.445, 2.710], [-2.614, -2.190, 2.868], [-3.437, -1.272, 4.135], [-1.681, 1.105, 4.494], [-2.470, 0.054, 5.676], [-0.749, 0.379, 5.809], [-0.906, -3.148, 4.481], [-0.191, -2.120, 5.729], [-1.931, -2.434, 5.732], [3.054, -0.202, 5.972], [4.222, 1.113, 5.907], [2.508, 1.459, 5.685], [4.373, -1.443, 4.172], [4.839, -0.616, 2.685], [5.541, -0.116, 4.225], [3.084, 2.621, 3.452], [4.771, 2.286, 3.860], [4.134, 1.805, 2.291], [1.655, 4.920, -1.797], [-2.307, 2.756, -1.319], [-2.867, 4.410, -1.555], [-1.756, 3.685, -2.719], [-1.485, 3.413, 1.048], [-0.389, 4.790, 1.239], [-2.067, 5.058, 0.758], [-0.314, 5.751, -2.397], [-1.459, 6.325, -1.189], [0.249, 6.208, -0.778], [-4.431, -0.455, -4.165], [-2.886, -0.712, -4.373], [-2.379, -0.792, -5.607], [-0.996, -0.803, -5.538], [-0.737, -0.725, -4.176], [-1.877, -0.663, -3.482], [-4.987, -0.840, -2.749], [-6.291, -1.036, -2.531], [-6.510, -1.167, -1.170], [-5.239, -1.034, -0.620], [-4.332, -0.831, -1.577], [-4.996, -1.162, -4.964], [-4.650, 0.720, -4.367], [-3.043, -0.832, -6.453], [-0.295, -0.870, -6.350], [0.209, -0.737, -3.656], [-6.977, -1.061, -3.361], [-7.443, -1.340, -0.665], [-4.929, -1.087, 0.413], [0.262, -3.438, -0.966], [-0.874, -3.887, -1.115], [-1.937, -3.205, -1.349], [-1.071, -5.382, -1.076], [-2.326, -5.935, -0.853], [-2.481, -7.310, -0.787], [-1.364, -8.102, -0.971], [-0.105, -7.585, -1.212], [0.035, -6.207, -1.253], [-1.523, -9.575, -0.908], [-2.636, -10.010, -0.693], [-0.552, -10.256, -1.165], [-3.178, -5.280, -0.736], [-3.441, -7.769, -0.602], [0.735, -8.248, -1.355], [1.002, -5.753, -1.411]]
}



# 2
{
  "formula": "CF2O",
  "method": "wB97M-V/def2-TZVPD",
  "orbital_gap_ev": [11.34, 8.47],
  "e_above_lowest_kcal_mol": 27.8,
  "multiplicity": 3,
  "s_squared": 2.028,
  "e_homo_ha": [-0.3986, -0.3952],
  "symbols": ["C", "O", "F", "F"],
  "positions_angstrom": [[-0.449, 0.017, -0.466], [1.889, -0.160, 0.155], [-0.796, -0.996, 0.183], [-0.644, 1.138, 0.129]]
}



# 3
{
  "formula": "C15H27N2S2",
  "method": "wB97M-V/def2-TZVPD",
  "charge": 1,
  "orbital_gap_ev": 5.92,
  "e_above_lowest_kcal_mol": 27.1,
  "e_homo_ha": -0.3774,
  "symbols": ["C", "N", "C", "C", "N", "C", "C", "C", "C", "C", "C", "C", "C", "H", "H", "H", "H", "H", "H", "H", "H", "H", "H", "H", "H", "H", "H", "H", "H", "H", "H", "H", "H", "C", "C", "S", "C", "S", "C", "H", "H", "H", "H", "H", "H", "H"],
  "positions_angstrom": [[-4.846, -0.669, 2.834], [-3.916, -0.325, 1.763], [-3.351, 0.978, 1.929], [-2.526, 1.411, 0.756], [-1.482, 0.410, 0.386], [-0.395, 0.835, -0.293], [0.697, -0.093, -0.833], [0.918, 0.059, -2.382], [0.365, 1.269, -3.105], [0.215, 2.485, -2.225], [-0.671, 2.138, -1.023], [-2.015, -0.972, 0.318], [-2.899, -1.325, 1.517], [-5.348, -1.630, 2.609], [-4.325, -0.765, 3.817], [-5.606, 0.132, 2.919], [-4.185, 1.662, 2.038], [-2.764, 1.047, 2.844], [-3.207, 1.530, -0.091], [-2.060, 2.364, 0.989], [0.447, -1.129, -0.526], [1.966, 0.034, -2.740], [0.372, -0.794, -2.774], [1.006, 1.550, -3.934], [-0.583, 1.068, -3.604], [1.183, 2.814, -1.840], [-0.206, 3.350, -2.767], [-1.726, 2.232, -1.367], [-0.550, 2.947, -0.287], [-2.698, -1.062, -0.566], [-1.209, -1.721, 0.239], [-2.283, -1.483, 2.415], [-3.426, -2.264, 1.310], [5.126, -1.969, 0.374], [4.368, -1.095, 1.363], [2.523, -1.145, 1.234], [2.147, -0.239, -0.317], [2.928, -1.598, -1.379], [4.723, -1.515, -1.019], [6.218, -1.869, 0.523], [4.864, -3.025, 0.525], [4.569, -1.538, 2.341], [4.768, -0.071, 1.353], [2.552, 0.776, -0.384], [5.166, -0.537, -1.246], [5.157, -2.257, -1.695]]
}



# 4
{
  "formula": "C2H3N3O",
  "method": "wB97M-V/def2-TZVPD",
  "orbital_gap_ev": 9.30,
  "e_above_lowest_kcal_mol": 85.2,
  "e_homo_ha": -0.3844,
  "symbols": ["C", "C", "N", "N", "N", "O", "H", "H", "H"],
  "positions_angstrom": [[-0.794, -1.892, 0.182], [0.741, 1.529, -0.108], [-1.459, -2.644, 0.765], [-0.194, -0.999, -0.559], [-0.048, 0.574, 0.305], [1.299, 1.610, -1.168], [0.667, 2.376, 0.683], [0.625, -1.310, -0.915], [-0.838, 0.755, 0.815]]
}